Entry 1:
75
Properties=species:S:1:pos:R:3:forces:R:3 method="wB97M-V/def2-TZVPD" charge=-2 homo_ev=-0.1 homo_lumo_gap_ev=4.489 total_energy_ev=-65936.516
Sn -1.9945 1.4676 -0.4636 0.875 0.023 -0.758
C -0.9736 3.1198 -1.7075 0.023 -0.123 0.064
H -0.3198 3.8036 -1.1592 0.006 -0.043 0.072
H -1.7362 3.7265 -2.2064 -0.135 -0.063 0.131
H -0.3801 2.6524 -2.4982 0.081 -0.007 -0.062
O -4.2701 2.4763 3.2569 0.243 0.145 0.111
S -3.7811 2.0652 1.9420 -1.410 -0.056 0.693
O -3.7272 0.6047 1.8067 0.007 -0.134 0.081
O -4.5065 2.7046 0.8450 -0.069 0.029 0.020
S -1.8363 2.6910 1.7565 0.406 0.116 -0.180
C -3.8995 -2.3064 0.3131 0.143 0.078 0.101
C -2.4390 -2.7137 0.5489 -0.186 -0.075 0.064
C -2.2835 -4.2377 0.4862 0.111 0.121 -0.076
C -1.9256 -2.1794 1.8721 0.136 0.043 -0.163
C -2.6139 -2.4454 3.0478 -0.001 -0.056 0.049
C -2.1623 -1.9599 4.2611 -0.018 -0.024 0.004
C -0.9982 -1.2135 4.3159 -0.019 -0.043 0.033
C -0.2767 -0.9307 3.1637 0.071 -0.013 -0.230
C 1.0278 -0.1603 3.2580 -0.016 -0.022 0.171
C 0.8446 1.1961 3.9377 0.017 -0.049 -0.104
C 2.0843 -0.9986 3.9882 -0.002 0.026 -0.146
C -0.7573 -1.4110 1.9356 -0.211 -0.048 0.268
N -0.0448 -1.1262 0.7404 0.161 -0.059 0.067
B -0.1125 0.0582 -0.0979 -0.325 0.398 -0.227
N 0.9297 -0.2353 -1.0750 0.007 -0.162 0.077
C 1.5049 -1.4783 -0.8238 0.164 -0.058 -0.044
C 0.9176 -2.0075 0.2679 0.086 -0.105 0.025
C 1.4328 0.6322 -2.0682 0.092 0.214 -0.184
C 2.3147 1.6587 -1.6952 -0.043 -0.232 0.049
C 2.7725 2.5324 -2.6720 0.014 0.049 -0.050
C 2.3854 2.3889 -3.9937 0.035 -0.018 -0.063
C 1.5232 1.3676 -4.3528 -0.013 0.036 -0.025
C 1.0202 0.4913 -3.3989 0.031 -0.128 0.148
C 0.0146 -0.5738 -3.7839 -0.022 0.038 -0.152
C -1.2053 0.0520 -4.4642 0.098 -0.014 0.089
C 0.6640 -1.6473 -4.6628 -0.038 0.054 0.131
C 2.7644 1.8118 -0.2577 0.074 0.148 0.063
C 4.2905 1.7424 -0.1403 -0.067 -0.044 -0.004
C 2.2060 3.0926 0.3646 -0.048 -0.107 0.062
H -4.1516 -2.3717 -0.7477 -0.010 -0.061 0.007
H -4.0473 -1.2798 0.6470 -0.098 0.092 -0.082
H -4.5790 -2.9582 0.8724 -0.019 0.008 0.006
H -1.8352 -2.2741 -0.2458 -0.015 0.026 0.038
H -2.8711 -4.7142 1.2750 -0.003 -0.018 0.009
H -1.2388 -4.5326 0.6123 -0.004 -0.035 -0.004
H -2.6348 -4.6136 -0.4786 -0.012 -0.034 0.001
H -3.5267 -3.0287 3.0142 -0.043 0.044 -0.043
H -2.7294 -2.1510 5.1648 0.011 0.007 0.006
H -0.6490 -0.8436 5.2734 0.004 0.047 -0.019
H 1.3824 0.0212 2.2436 -0.017 -0.007 -0.026
H 0.5279 1.0786 4.9773 -0.001 0.016 0.016
H 0.0879 1.7723 3.4073 -0.066 0.071 0.044
H 1.7859 1.7545 3.9290 0.012 -0.014 0.021
H 1.7671 -1.2140 5.0116 0.004 -0.009 0.013
H 3.0352 -0.4602 4.0299 0.014 -0.001 0.019
H 2.2497 -1.9481 3.4739 0.009 -0.020 0.028
H 2.2917 -1.8917 -1.4371 0.006 0.023 0.000
H 1.1057 -2.9600 0.7403 0.013 0.023 0.028
H 3.4339 3.3476 -2.3998 0.001 -0.011 0.046
H 2.7441 3.0817 -4.7465 0.009 0.010 0.018
H 1.2098 1.2766 -5.3871 -0.024 -0.023 0.004
H -0.3337 -1.0446 -2.8644 0.032 -0.011 0.014
H -0.9339 0.5030 -5.4225 -0.030 0.006 -0.026
H -1.6247 0.8257 -3.8206 -0.088 0.009 -0.034
H -1.9740 -0.7031 -4.6414 -0.012 -0.002 -0.017
H 1.0182 -1.2179 -5.6040 -0.002 -0.003 -0.020
H -0.0512 -2.4410 -4.8918 0.006 -0.007 -0.025
H 1.5201 -2.0891 -4.1487 0.002 -0.047 -0.039
H 2.3494 0.9799 0.3099 0.033 -0.055 -0.027
H 4.7761 2.5812 -0.6456 -0.010 0.018 -0.010
H 4.6680 0.8170 -0.5810 0.031 0.006 -0.007
H 4.5873 1.7655 0.9111 0.003 0.018 0.006
H 2.4727 3.9715 -0.2273 -0.006 0.026 0.004
H 2.5957 3.2225 1.3778 0.024 0.012 0.006
H 1.1185 3.0275 0.4321 -0.012 0.062 -0.058



Entry 2:
20
Properties=species:S:1:pos:R:3:forces:R:3 method="wB97M-V/def2-TZVPD" de_lowest_ev=5.386 charge=0 homo_ev="-7.5 / -7.5" homo_lumo_gap_ev="6.375 / 6.359" total_energy_ev=-12887.444
C 0.2108 -0.7657 -1.1567 -0.244 0.624 0.338
C -0.4423 -2.0448 -0.6906 0.028 -0.014 -0.062
C -0.6438 0.7767 -0.4001 0.390 -0.600 -0.411
O 0.1118 1.8402 -1.0186 -0.021 -0.117 0.181
O -1.8593 0.6421 -0.6704 0.159 0.087 0.170
H -0.2770 1.9506 -1.8958 -0.025 -0.055 0.072
H -0.1702 -0.4484 -2.1292 0.001 -0.037 -0.006
H 1.2958 -0.8350 -1.2321 0.042 -0.030 -0.007
H -1.5231 -1.9065 -0.6269 0.024 0.017 0.000
H -0.0740 -2.3522 0.2893 -0.001 -0.008 -0.002
H -0.2554 -2.8635 -1.3951 -0.022 0.040 0.060
N 2.0805 0.8302 0.6529 -0.708 -0.486 -0.071
N -1.0714 0.0368 1.8989 0.126 0.007 -0.060
C -0.1965 0.7773 1.0657 -0.068 0.025 0.017
N 1.1100 0.0545 0.9124 0.409 0.629 -0.167
H 2.9796 0.4004 0.4714 -0.065 -0.035 0.026
H 1.9267 1.7913 0.3383 -0.128 -0.045 0.084
H -1.2863 0.4984 2.7689 0.014 0.001 -0.061
H -1.9218 -0.1748 1.3843 0.027 0.053 -0.069
H 0.0060 1.7925 1.4336 0.062 -0.056 -0.031



Entry 3:
73
Properties=species:S:1:pos:R:3:forces:R:3 method="wB97M-V/def2-TZVPD" charge=0 homo_ev=-7.5 homo_lumo_gap_ev=7.239 total_energy_ev=-57491.564
C 4.7858 3.9399 -0.1872 -0.010 0.478 0.076
C 4.5561 3.7871 -1.6833 0.050 -0.426 0.265
I 3.4083 5.4951 -2.3363 0.140 -0.071 -0.165
C 3.9318 2.4252 -2.1231 0.113 0.025 0.744
C 3.4866 1.5727 -0.9491 -0.208 0.034 -0.245
C 2.3134 1.7212 -0.2591 0.279 0.225 -0.009
C 1.2962 2.7683 -0.6515 -0.046 -0.935 0.292
C -0.0482 2.0830 -1.0060 0.616 0.229 -0.551
C -0.8387 2.8299 -2.0877 -0.356 -0.152 0.424
C -1.7954 3.9725 -1.6349 -0.569 -0.298 -0.497
N -2.1023 4.0710 -0.2171 0.538 -0.132 -0.527
C -1.2274 4.7612 0.5766 0.447 0.325 1.001
N -0.3515 5.5692 0.1268 -0.110 -0.228 -0.499
N -1.4406 4.4721 1.9712 -0.228 0.301 -0.040
C 2.0311 0.8642 0.8681 -0.109 -0.313 -0.024
C 0.7651 1.0468 1.7014 -0.194 0.338 0.340
O 0.5947 2.1815 2.1763 0.114 0.005 -0.111
O 0.0371 0.0330 1.8499 -0.146 -0.573 -0.263
C 2.8737 -0.1264 1.2495 0.104 -0.499 0.258
C 4.0977 -0.3484 0.5566 -1.186 0.800 0.368
N 5.0193 -1.2619 0.8216 0.594 -0.025 -0.677
S 6.1810 -1.0114 -0.3042 -0.291 -0.166 0.577
N 5.5564 0.2328 -1.0824 0.031 0.416 -0.550
C 4.3739 0.5353 -0.5345 0.847 -0.679 0.126
H 5.2908 4.8855 0.0099 0.085 0.029 -0.070
H 5.4246 3.1490 0.2057 -0.087 -0.196 -0.043
H 3.8527 3.9802 0.3692 -0.077 -0.228 0.056
H 5.5289 3.8641 -2.1575 -0.095 0.318 -0.314
H 3.1147 2.5444 -2.8270 0.039 0.126 -0.140
H 4.7366 1.8699 -2.5994 -0.082 0.002 -0.277
H 1.1969 3.4573 0.1814 -0.120 0.221 -0.147
H 1.6588 3.2709 -1.5379 -0.048 0.361 -0.010
H -0.6324 1.8400 -0.1224 -0.086 0.171 0.072
H 0.2356 1.1205 -1.4450 -0.121 -0.103 -0.030
H -0.1450 3.2096 -2.8373 0.061 0.094 -0.006
H -1.4484 2.0845 -2.6051 -0.068 -0.003 -0.033
H -1.4543 4.9290 -2.0109 0.207 0.180 0.336
H -2.7514 3.7981 -2.1345 -0.030 0.023 -0.045
H -2.3662 3.1970 0.2113 -0.168 0.104 0.158
H 0.1574 5.9860 0.8962 -0.013 0.104 0.044
H -1.9611 5.2448 2.3765 -0.191 -0.113 -0.044
H -0.5477 4.4647 2.4503 0.094 -0.364 -0.064
H 2.6078 -0.7642 2.0827 0.004 0.021 0.057
C -5.0522 -4.9684 1.4868 0.045 0.105 -0.036
C -4.8301 -4.1217 0.2357 -0.067 -0.173 0.119
C -3.7705 -4.6942 -0.7079 -0.260 0.298 0.012
C -2.3289 -4.7382 -0.2215 -0.143 -0.156 -0.309
N -1.6580 -3.4093 0.0270 0.381 0.149 0.027
C -1.8824 -2.9350 1.4555 -0.226 0.141 0.196
C -0.7598 -3.5526 2.2501 0.090 -0.138 0.030
C 0.4253 -3.3647 1.3194 0.505 0.286 0.136
C -0.1306 -3.5807 -0.0804 0.136 0.018 0.166
C -2.0835 -2.3580 -0.9415 -0.050 -0.027 0.068
H -4.1508 -5.0421 2.0997 -0.023 -0.035 0.025
H -5.8352 -4.5324 2.1059 0.015 -0.027 0.038
H -5.3602 -5.9807 1.2208 0.022 -0.010 0.004
H -4.5960 -3.0935 0.5212 -0.013 0.006 -0.037
H -5.7716 -4.0702 -0.3144 0.028 0.039 -0.038
H -3.8173 -4.1656 -1.6622 0.065 -0.012 -0.004
H -4.0495 -5.7246 -0.9444 0.120 -0.048 0.057
H -1.7431 -5.2322 -0.9950 0.029 0.001 0.021
H -2.2292 -5.3252 0.6906 0.067 0.076 0.048
H -1.7981 -1.8462 1.4554 0.130 0.001 0.016
H -2.8730 -3.2312 1.7885 -0.040 0.024 -0.155
H -0.9393 -4.6136 2.4476 -0.079 0.015 -0.002
H -0.6233 -3.0551 3.2076 -0.035 0.094 -0.046
H 1.2469 -4.0429 1.5447 -0.021 -0.052 -0.102
H 0.8053 -2.3429 1.4008 -0.148 0.034 0.088
H 0.0921 -4.5705 -0.4690 -0.182 -0.031 -0.030
H 0.2423 -2.8370 -0.7791 -0.050 -0.022 -0.050
H -3.1305 -2.1208 -0.7805 -0.014 -0.012 -0.063
H -1.9189 -2.7260 -1.9517 -0.032 0.039 -0.025
H -1.4819 -1.4700 -0.7572 0.024 -0.011 0.034



Entry 4:
16
Properties=species:S:1:pos:R:3:forces:R:3 method="wB97M-V/def2-TZVPD" de_lowest_ev=1.709 charge=+1 multiplicity=2 homo_ev="-13.6 / -13.6" homo_lumo_gap_ev="9.194 / 5.740" total_energy_ev=-7281.384
C 1.4762 -0.1117 -0.8249 -1.103 0.819 0.316
C 0.6247 0.8082 0.0996 0.887 -0.741 1.047
C -0.7875 0.4131 0.3286 0.523 1.042 -0.881
C -1.4580 0.5894 1.5437 -0.590 -0.237 -0.559
N -1.5014 0.0795 -0.7645 -1.038 -1.658 1.114
N 1.5569 -1.4837 -0.3518 -0.776 -0.268 0.123
H 1.0016 -0.0208 -1.8048 0.487 -0.329 -0.240
H 2.4518 0.3613 -0.8453 0.197 -0.092 -0.261
H 0.5955 1.8440 -0.2617 -0.092 -0.124 -0.237
H 1.1197 0.8803 1.0737 -0.031 -0.043 -0.017
H -2.5342 0.5303 1.4838 -0.214 0.083 0.389
H -0.9867 0.6539 2.5072 0.296 0.215 0.048
H -1.2252 -0.7695 -1.2669 0.772 0.860 -0.624
H -2.4961 -0.0420 -0.5845 -0.103 0.280 -0.032
H 1.1525 -1.5986 0.5718 0.469 0.164 0.233
H 1.0103 -2.1338 -0.9038 0.315 0.031 -0.419



Entry 5:
56
Properties=species:S:1:pos:R:3:forces:R:3 method="wB97M-V/def2-TZVPD" de_lowest_ev=0.009 charge=+1 multiplicity=3 homo_ev="-10.7 / -10.9" homo_lumo_gap_ev="8.896 / 6.780" total_energy_ev=-73096.063
Pt 0.0384 -0.4156 -0.6016 -0.070 -0.075 0.046
S -1.9025 -1.2988 0.2562 0.016 -0.001 0.021
C -0.7859 -2.3210 1.1319 0.005 0.050 -0.017
N 0.4705 -2.1071 0.8643 0.018 -0.013 0.039
C 1.3091 -2.9149 1.6156 -0.001 0.025 -0.041
C 2.7009 -2.9316 1.5714 0.004 -0.006 0.008
C 3.3694 -3.8140 2.3937 -0.004 0.006 -0.005
C 2.6720 -4.6741 3.2507 0.006 -0.002 0.005
C 1.2926 -4.6663 3.3015 -0.002 0.004 -0.005
C 0.6160 -3.7750 2.4742 -0.001 -0.021 0.016
S -1.1017 -3.5297 2.3111 -0.006 -0.010 0.001
H 3.2262 -2.2619 0.9036 -0.001 0.002 0.002
H 4.4505 -3.8456 2.3788 0.000 0.000 -0.001
H 3.2230 -5.3560 3.8837 -0.002 -0.001 0.001
H 0.7559 -5.3317 3.9638 0.001 -0.001 0.001
C 2.0859 3.8868 -0.1324 -0.004 -0.012 0.006
N 2.9027 3.1588 -1.1024 -0.011 0.025 -0.069
C 3.7663 4.0032 -1.9248 0.003 -0.006 0.019
P 2.6079 1.6127 -1.4850 -0.034 -0.004 0.079
O 1.7565 0.9874 -0.4269 0.024 -0.058 -0.059
O 1.8034 1.5626 -2.9016 0.022 0.069 -0.041
P 0.7631 0.4031 -3.3038 0.006 0.018 -0.021
O 1.1224 -0.8965 -2.6722 -0.009 0.024 0.038
N 0.7209 0.3300 -4.9162 -0.047 -0.034 -0.016
C 0.3206 1.4826 -5.7154 0.020 0.020 -0.001
C 1.1674 -0.8445 -5.6648 0.010 0.010 0.007
N -0.6714 0.9840 -2.6667 0.036 0.021 -0.047
C -0.9250 2.3982 -2.3713 -0.007 -0.004 0.012
C -1.8687 0.2849 -3.1669 -0.002 -0.015 0.010
N 4.0380 0.9467 -1.8753 0.070 0.010 0.047
C 5.0562 0.9035 -0.8202 -0.008 -0.014 -0.017
C 4.2498 -0.0368 -2.9342 -0.028 0.005 -0.012
H 2.7410 4.4604 0.5242 -0.004 -0.001 0.007
H 1.5100 3.1890 0.4679 -0.003 0.003 0.001
H 1.4094 4.5836 -0.6348 0.004 0.000 -0.004
H 4.4208 4.5900 -1.2789 0.000 0.002 0.000
H 3.1723 4.6891 -2.5336 0.001 0.003 0.003
H 4.3816 3.3917 -2.5797 -0.005 -0.004 -0.005
H 0.0914 2.3348 -5.0765 -0.011 -0.006 0.005
H -0.5604 1.2475 -6.3155 0.006 -0.010 0.000
H 1.1316 1.7761 -6.3842 0.001 0.009 0.002
H 1.4521 -1.6347 -4.9758 -0.008 -0.002 0.001
H 2.0223 -0.5869 -6.2933 0.004 -0.005 -0.001
H 0.3588 -1.2046 -6.3027 0.002 0.002 -0.002
H -0.0333 2.8758 -1.9780 0.009 -0.001 -0.006
H -1.7054 2.4526 -1.6131 -0.002 -0.002 -0.003
H -1.2655 2.9387 -3.2588 -0.002 0.001 0.001
H -1.6491 -0.7702 -3.3222 0.002 0.001 -0.002
H -2.2178 0.7288 -4.1029 -0.001 -0.001 -0.001
H -2.6575 0.3605 -2.4197 -0.001 0.006 -0.002
H 4.8168 1.6098 -0.0277 -0.002 0.008 -0.004
H 6.0273 1.1679 -1.2405 -0.003 -0.007 -0.005
H 5.1193 -0.0967 -0.3862 0.002 0.001 0.009
H 3.6073 0.1671 -3.7864 0.002 0.009 0.002
H 4.0636 -1.0542 -2.5848 0.001 -0.006 -0.007
H 5.2848 0.0432 -3.2675 0.002 -0.011 0.005



Entry 6:
22
Properties=species:S:1:pos:R:3:forces:R:3 method="wB97M-V/def2-TZVPD" de_lowest_ev=2.963 charge=+1 homo_ev=-13.1 homo_lumo_gap_ev=8.412 total_energy_ev=-11451.751
C 0.6802 1.5378 1.7571 -0.376 -0.930 1.806
C 0.8777 0.1551 1.1435 -0.407 0.916 -0.543
C 0.1454 -0.9347 1.9095 3.194 0.477 2.448
C 0.6576 0.3595 -0.3179 -0.656 0.412 -1.351
O 1.3105 0.7685 -1.2384 0.053 -0.446 1.942
C -1.0201 0.1852 -0.8394 0.901 -0.855 -1.215
N -1.3083 0.9687 -1.9136 2.565 -2.716 -3.724
C -0.5543 -1.1453 -1.1527 -2.286 1.166 0.537
N -0.1872 -1.5790 -2.3039 0.868 -0.139 -3.425
H 1.1287 2.2880 1.1646 0.569 0.995 -0.297
H 1.1311 1.4118 2.7510 0.282 0.660 -0.299
H -0.3493 1.7891 2.0164 -0.217 -0.101 -0.554
H 1.8994 -0.0415 1.1334 2.123 -0.310 0.515
H 0.2746 -0.7273 3.0822 -0.172 -0.422 -2.646
H -0.8582 -0.8475 1.7236 -2.646 -0.526 -0.378
H 0.6544 -1.8920 1.7093 -0.870 0.096 0.087
H -1.6407 0.3261 -0.0037 -0.589 -0.165 1.228
H -1.6264 1.8798 -1.9831 -0.556 1.912 0.731
H -0.5817 0.7434 -2.6852 -1.871 1.343 1.590
H -0.6269 -1.7809 -0.3248 0.675 -1.202 0.997
H -0.3840 -0.9942 -3.2149 0.629 -1.754 2.433
H 0.3775 -2.4705 -2.4129 -1.212 1.590 0.118